DFT (ωB97M-V with the def2-TZVPD basis set) results for a structure of composition C50H45InN5OP2S in a non-equilibrium geometry.

Properties
Spin multiplicity: 1
Maximum force: 3.557 eV/A
Kohn-Sham gap: 8.0 eV
Charge: +3
Total energy: -96640.788 eV

Element x y z (Å)
In  -0.40112  0.33275  -0.78614
C  2.92044  -0.37952  -1.40831
N  2.74143  0.22539  -0.03185
C  2.44497  1.68488  0.09208
P  0.67736  1.92011  0.88164
C  0.21846  3.63836  0.62715
C  0.74906  4.62977  1.43636
C  0.28518  5.97559  1.42301
C  -0.87491  6.27126  0.69877
C  -1.43375  5.31519  -0.15848
C  -0.93219  4.01251  -0.16927
C  0.97356  1.27402  2.50656
C  2.16304  1.71612  3.08759
C  2.53618  1.14056  4.23790
C  1.73978  0.25593  4.87782
C  0.42386  0.00454  4.43299
C  0.08502  0.49382  3.19336
C  3.69210  -0.18900  0.96705
C  4.99483  0.31681  1.00929
C  5.87371  -0.11566  2.02383
C  5.48033  -1.05766  2.92284
C  4.24564  -1.62635  2.86297
C  3.34300  -1.22334  1.85211
P  1.32419  -1.30491  -1.65368
C  1.06946  -1.52974  -3.41232
C  -0.10217  -2.06008  -3.86138
C  -0.27352  -2.33758  -5.20927
C  0.72444  -2.06056  -6.12344
C  1.92849  -1.44291  -5.63827
C  2.10386  -1.17579  -4.27327
C  1.21741  -2.86390  -0.73326
C  1.81977  -3.96739  -1.34486
C  1.93072  -5.16751  -0.65896
C  1.40429  -5.30703  0.60051
C  0.78688  -4.18555  1.24100
C  0.65298  -2.96761  0.54597
H  3.86982  -0.93994  -1.33351
H  2.91913  0.39096  -2.21607
H  2.57502  2.19405  -0.84929
H  3.18607  2.24143  0.77130
H  1.54653  4.28652  2.04978
H  0.72697  6.75122  2.11282
H  -1.31649  7.25705  0.75555
H  -2.30657  5.47648  -0.80217
H  -1.36109  3.19763  -0.74920
H  2.82689  2.26039  2.48221
H  3.52921  1.40526  4.69410
H  2.19467  -0.06622  5.85087
H  -0.23649  -0.63422  5.09663
H  -0.86636  0.20307  2.68033
H  5.20989  1.10900  0.30944
H  6.88384  0.23650  2.02300
H  6.18047  -1.47805  3.70478
H  4.02605  -2.47212  3.44411
H  2.38441  -1.71330  1.74712
H  -0.91227  -2.37679  -3.19577
H  -1.18888  -2.69529  -5.56445
H  0.64883  -2.34464  -7.12279
H  2.77488  -1.28441  -6.25817
H  3.07232  -0.78492  -3.87934
H  2.09439  -3.96010  -2.39158
H  2.29421  -5.99719  -1.24944
H  1.37952  -6.24214  1.13023
H  0.35052  -4.24883  2.23238
H  0.21186  -2.06350  0.99200
N  -2.83958  1.20982  -4.27790
C  -3.56839  0.16062  -3.83103
C  -3.09292  -0.23090  -2.63062
N  -1.99278  0.58880  -2.36750
C  -1.87317  1.41166  -3.39205
C  -0.67797  2.15582  -3.49687
N  0.31388  2.00870  -2.64386
C  1.22304  3.00704  -3.02622
C  0.80743  3.64288  -4.12064
N  -0.43114  3.08971  -4.42158
H  -3.02562  1.82344  -5.07575
H  -4.31644  -0.43248  -4.41424
H  -3.31222  -1.11507  -1.97651
H  2.13896  3.22572  -2.51430
H  1.33031  4.41414  -4.66537
H  -1.03484  3.18506  -5.24667
O  -1.72396  -0.81052  0.40640
S  -3.19666  -0.40103  0.50765
C  -3.35852  0.47984  2.02224
C  -3.77404  -0.05426  3.21708
C  -3.71704  0.78967  4.33418
C  -3.19250  2.06869  4.26137
C  -2.74596  2.54838  3.03450
C  -2.82088  1.75082  1.88774
C  -3.90628  -1.96232  0.70053
C  -3.37117  -2.81236  1.64578
C  -3.72716  -4.13779  1.72027
C  -4.68581  -4.58932  0.81260
C  -5.23061  -3.73842  -0.10071
C  -4.85198  -2.40095  -0.24405
H  -4.27444  -0.95788  3.34031
H  -4.11615  0.48561  5.28294
H  -3.25758  2.77394  5.06281
H  -2.35020  3.55777  2.96136
H  -2.61889  2.09965  0.86586
H  -2.57197  -2.49654  2.32290
H  -3.24623  -4.84966  2.45903
H  -4.97230  -5.63429  0.80068
H  -5.94579  -4.07790  -0.75974
H  -5.22262  -1.72946  -0.96345

Cartesian forces (eV/Å) of the 6 atoms listed first:
In 0.53 0.36 -0.54
C -0.42 1.02 1.45
N -0.04 1.29 -0.05
C 0.27 -0.06 0.96
P 1.31 -0.46 -2.43
C -2.34 1.26 0.02

DFT (ωB97M-V with the def2-TZVPD basis set) results for a structure of composition C29H28BrN2OPReSbSe4.

Properties
Spin multiplicity: 1
Maximum force: 0.384 eV/A
Kohn-Sham gap (alpha / beta): 5.1 / 5.0 eV
Charge: +4
Total energy: -384898.471 eV

Element x y z (Å)
Re  0.66109  -0.55517  -1.27875
C  -0.81557  -5.02464  -2.44855
C  -0.79286  -3.58498  -1.92221
C  -0.18230  -2.66817  -2.96135
C  0.01341  -3.49902  -0.63683
C  -0.51163  -4.35449  0.51144
O  -0.39927  -3.46948  1.66014
C  -0.16261  -2.25191  1.26469
N  -0.00006  -2.11804  -0.03567
C  -0.11445  -1.24259  2.32459
C  -0.42916  -1.69738  3.61084
C  -0.39020  -0.84735  4.70488
C  -0.02939  0.47741  4.53299
C  0.29264  0.94503  3.26340
C  0.24673  0.10875  2.15217
P  0.76054  0.95598  0.64447
C  2.42668  1.57230  0.97683
C  2.70088  2.93023  1.09318
C  3.98340  3.34270  1.45524
C  4.97903  2.41320  1.70824
C  4.69724  1.05015  1.63087
C  3.42197  0.63556  1.28257
C  -0.36985  2.31361  0.32596
C  -0.03088  3.28073  -0.62756
C  -0.90518  4.31598  -0.90819
C  -2.12541  4.39215  -0.23853
C  -2.46706  3.43126  0.70183
C  -1.59414  2.38763  0.98711
H  -1.37576  -5.08213  -3.38047
H  -1.29943  -5.69785  -1.74127
H  0.19514  -5.39333  -2.63829
H  -1.81711  -3.25877  -1.71625
H  0.86247  -2.89059  -3.17586
H  -0.33123  -1.56230  -2.69655
H  -0.72992  -2.65652  -3.90699
H  1.06238  -3.73996  -0.85604
H  0.08032  -5.23943  0.72149
H  -1.56317  -4.62141  0.40807
H  -0.70648  -2.73075  3.75879
H  -0.63443  -1.22782  5.68771
H  0.00966  1.15189  5.37850
H  0.58745  1.98254  3.15217
H  1.93197  3.67465  0.93674
H  4.19128  4.40036  1.55543
H  5.96717  2.74192  2.00253
H  5.45532  0.32175  1.88823
H  3.18472  -0.42388  1.37944
H  0.93989  3.26181  -1.12043
H  -0.63510  5.07767  -1.62816
H  -2.80258  5.21024  -0.44734
H  -3.41110  3.49689  1.22713
H  -1.87340  1.64901  1.72781
Se  4.22939  0.55593  -5.92589
Sb  4.16242  2.19909  -4.37568
Se  0.90651  1.08553  -2.79652
Se  2.75354  -1.21103  -0.98717
Se  4.27785  3.87074  -2.85154
Br  -4.96299  -1.65797  0.64012
C  -3.90346  -0.57845  -0.46883
C  -4.45311  0.39348  -1.29375
C  -3.57683  1.14184  -2.06376
C  -2.22033  0.89650  -2.00283
N  -1.67479  -0.06247  -1.22533
C  -2.53486  -0.76813  -0.46736
H  -5.52281  0.55769  -1.32984
H  -3.93993  1.91909  -2.72264
H  -1.55681  1.49998  -2.59878
H  -2.13544  -1.52524  0.17960

Cartesian forces (eV/Å) of the 6 atoms listed first:
Re 0.03 0.02 -0.06
C 0.04 0.02 -0.02
C 0.02 -0.01 0.01
C 0.07 0.03 0.03
C -0.01 0.00 -0.02
C -0.01 0.06 0.02

DFT (ωB97M-V with the def2-TZVPD basis set) results for the ion C3H10NS2 with charge +1 in a non-equilibrium geometry.

Properties
Spin multiplicity: 1
Maximum force: 1.794 eV/A
Kohn-Sham gap: 9.3 eV
Charge: +1
SMILES string: C[C@H]([NH3+])CSS
Total energy: -26426.814 eV

Element x y z (Å)
C  -0.59287  0.14408  1.91096
C  0.13596  0.31377  0.57220
N  -0.79651  1.01886  -0.42338
C  0.62174  -1.02871  -0.02471
S  1.86549  -0.94116  -1.37089
S  0.95874  -0.13032  -3.05852
H  -0.41874  -0.84781  2.31686
H  -1.67222  0.25399  1.72403
H  -0.32976  0.88764  2.65619
H  0.98998  0.96101  0.74708
H  -1.15093  1.76751  0.17823
H  -1.63488  0.47177  -0.63995
H  -0.39517  1.37579  -1.28713
H  -0.18237  -1.76410  -0.02641
H  1.46258  -1.31484  0.61666
H  1.13895  -1.16748  -3.89125

Cartesian forces (eV/Å) of the 6 atoms listed first:
C -0.86 0.03 -0.69
C 0.68 -1.13 -0.42
N -0.50 0.30 1.70
C 1.12 1.03 0.20
S -0.82 0.39 -0.43
S 0.24 -0.01 0.20